Entry 1:
{
  "formula": "C20H62N4O15",
  "method": "ωB97M-V with the def2-TZVPD basis set",
  "gap_ha": 0.381,
  "multiplicity": 1,
  "e_homo_ha": -0.3598,
  "de_lowest_ev": 0.000,
  "smiles": "NC(N)=O.NC(N)=O.OCCO.OCCO.OCCO.OCCO.CCO.CCO.CCO.CCO.CCO",
  "elements": ["N", "C", "N", "O", "H", "H", "H", "H", "N", "C", "N", "O", "H", "H", "H", "H", "O", "C", "C", "O", "H", "H", "H", "H", "H", "H", "O", "C", "C", "O", "H", "H", "H", "H", "H", "H", "O", "C", "C", "O", "H", "H", "H", "H", "H", "H", "O", "C", "C", "O", "H", "H", "H", "H", "H", "H", "C", "C", "O", "H", "H", "H", "H", "H", "H", "C", "C", "O", "H", "H", "H", "H", "H", "H", "C", "C", "O", "H", "H", "H", "H", "H", "H", "C", "C", "O", "H", "H", "H", "H", "H", "H", "C", "C", "O", "H", "H", "H", "H", "H", "H"],
  "positions_angstrom": [[-3.331, 3.616, 0.433], [-2.677, 2.587, 1.016], [-1.379, 2.839, 1.230], [-3.151, 1.433, 1.280], [-4.179, 3.325, 0.009], [-2.782, 4.374, -0.006], [-0.865, 2.354, 2.028], [-1.004, 3.696, 0.888], [0.040, 1.249, -3.328], [0.537, 1.613, -2.117], [1.790, 1.088, -1.792], [-0.076, 2.351, -1.351], [-0.950, 1.315, -3.550], [0.468, 0.550, -3.800], [2.179, 1.175, -0.851], [2.133, 0.258, -2.291], [4.526, -0.404, 2.495], [3.088, -0.534, 2.512], [2.685, -1.782, 1.871], [3.251, -1.808, 0.556], [4.850, -0.870, 3.242], [2.746, -0.497, 3.529], [2.665, 0.327, 1.914], [1.586, -1.762, 1.935], [3.091, -2.573, 2.512], [3.985, -1.181, 0.609], [-2.671, -0.253, -2.913], [-3.312, -1.290, -3.594], [-3.485, -2.502, -2.649], [-4.325, -2.178, -1.576], [-3.277, 0.073, -2.200], [-4.280, -0.976, -4.027], [-2.610, -1.564, -4.393], [-2.465, -2.751, -2.434], [-3.936, -3.405, -3.067], [-4.139, -2.706, -0.814], [0.876, 1.409, 6.329], [-0.422, 1.004, 5.886], [-0.312, 0.058, 4.684], [0.099, 0.711, 3.532], [1.288, 1.739, 5.512], [-0.793, 0.372, 6.651], [-1.107, 1.799, 5.706], [-1.305, -0.434, 4.570], [0.444, -0.658, 4.950], [-0.440, 0.313, 2.806], [-4.278, -3.974, 1.188], [-5.235, -2.989, 1.590], [-4.594, -1.574, 1.548], [-5.055, -0.761, 2.640], [-3.800, -4.243, 1.991], [-5.987, -2.964, 0.799], [-5.719, -3.228, 2.536], [-4.914, -1.069, 0.561], [-3.526, -1.657, 1.644], [-4.838, 0.139, 2.486], [0.807, -4.947, -2.325], [1.819, -4.573, -1.212], [2.427, -3.356, -1.603], [0.684, -5.999, -2.199], [1.315, -4.857, -3.250], [-0.149, -4.442, -2.398], [2.668, -5.269, -1.196], [1.348, -4.487, -0.215], [2.560, -2.724, -0.870], [4.148, -2.350, -4.608], [2.757, -1.727, -4.725], [2.230, -1.446, -3.436], [4.091, -3.168, -3.907], [4.901, -1.651, -4.358], [4.444, -2.661, -5.658], [2.185, -2.493, -5.281], [2.765, -0.784, -5.203], [2.191, -2.274, -2.927], [3.471, 3.069, 2.375], [2.004, 3.165, 2.047], [1.760, 2.361, 0.940], [3.642, 2.009, 2.688], [3.846, 3.663, 3.170], [4.019, 3.174, 1.426], [1.740, 4.150, 1.765], [1.495, 2.878, 2.935], [0.838, 2.447, 0.623], [0.884, 6.125, -2.368], [0.842, 5.875, -0.849], [-0.243, 5.052, -0.464], [0.947, 5.143, -2.848], [1.768, 6.690, -2.613], [-0.034, 6.523, -2.662], [0.821, 6.823, -0.357], [1.841, 5.399, -0.594], [-0.170, 4.218, -0.937], [-0.645, -1.776, -0.361], [-0.709, -0.391, 0.374], [-1.254, -0.557, 1.711], [-1.671, -2.176, -0.570], [-0.106, -2.504, 0.217], [-0.118, -1.546, -1.268], [-1.389, 0.271, -0.187], [0.276, 0.096, 0.561], [-2.156, -0.154, 1.701]]
}

Entry 2:
{
  "formula": "C20H62O14",
  "method": "ωB97M-V with the def2-TZVPD basis set",
  "gap_ha": 0.343,
  "multiplicity": 1,
  "e_homo_ha": -0.3377,
  "de_lowest_ev": 0.000,
  "smiles": "OCCO.OCCO.OCCO.CCO.CCO.CCO.CCO.CCO.CCO.CO.CO",
  "elements": ["O", "C", "C", "O", "H", "H", "H", "H", "H", "H", "O", "C", "C", "O", "H", "H", "H", "H", "H", "H", "O", "C", "C", "O", "H", "H", "H", "H", "H", "H", "C", "C", "O", "H", "H", "H", "H", "H", "H", "C", "C", "O", "H", "H", "H", "H", "H", "H", "C", "C", "O", "H", "H", "H", "H", "H", "H", "C", "C", "O", "H", "H", "H", "H", "H", "H", "C", "C", "O", "H", "H", "H", "H", "H", "H", "C", "C", "O", "H", "H", "H", "H", "H", "H", "C", "O", "H", "H", "H", "H", "C", "O", "H", "H", "H", "H"],
  "positions_angstrom": [[4.078, 4.630, 12.234], [4.666, 5.331, 11.148], [5.544, 4.429, 10.319], [6.737, 3.967, 10.896], [3.641, 5.211, 12.867], [3.918, 5.847, 10.542], [5.284, 6.078, 11.653], [5.825, 4.986, 9.425], [5.002, 3.502, 10.110], [6.405, 3.529, 11.688], [7.130, -4.881, 13.228], [7.437, -4.099, 12.059], [7.091, -2.634, 12.353], [5.713, -2.451, 12.619], [6.205, -4.804, 13.476], [8.486, -4.281, 11.833], [6.780, -4.491, 11.280], [7.407, -1.957, 11.554], [7.663, -2.222, 13.186], [5.258, -2.478, 11.772], [3.251, 1.887, 12.714], [4.164, 0.936, 12.222], [5.503, 1.050, 13.005], [6.015, 2.344, 13.069], [3.773, 2.695, 12.805], [3.793, -0.063, 12.457], [4.238, 0.969, 11.133], [6.149, 0.301, 12.539], [5.325, 0.617, 13.991], [6.065, 2.548, 14.011], [7.959, 0.977, 16.291], [9.058, -0.090, 16.234], [10.252, 0.374, 15.636], [7.384, 1.008, 15.368], [8.360, 1.950, 16.572], [7.318, 0.628, 17.103], [8.731, -0.914, 15.597], [9.313, -0.582, 17.174], [10.898, 0.545, 16.325], [1.299, 5.141, 15.226], [2.738, 5.572, 15.005], [2.764, 6.402, 13.838], [0.638, 6.003, 15.116], [1.175, 4.873, 16.277], [0.950, 4.324, 14.596], [3.307, 4.648, 14.900], [3.139, 6.090, 15.878], [2.163, 7.130, 14.016], [9.106, 0.909, 12.152], [10.628, 0.681, 12.211], [10.874, -0.416, 13.060], [8.639, 0.837, 13.135], [8.648, 0.114, 11.562], [8.854, 1.871, 11.704], [11.111, 1.558, 12.649], [11.110, 0.570, 11.240], [10.525, -0.237, 13.940], [7.875, 0.607, 8.059], [6.787, 0.892, 9.116], [5.598, 0.215, 8.744], [7.570, 1.041, 7.104], [8.118, -0.444, 7.906], [8.775, 1.202, 8.222], [6.679, 1.978, 9.096], [7.098, 0.612, 10.122], [5.387, 0.480, 7.845], [-0.484, -2.794, 13.073], [0.344, -2.819, 14.367], [1.580, -2.184, 14.099], [-0.750, -1.785, 12.756], [-1.445, -3.305, 13.156], [0.013, -3.287, 12.237], [0.531, -3.841, 14.692], [-0.143, -2.224, 15.142], [1.411, -1.307, 13.720], [1.193, -0.922, 10.077], [2.315, -1.415, 9.165], [2.369, -2.842, 9.244], [1.178, -1.462, 11.023], [0.232, -1.064, 9.582], [1.272, 0.141, 10.308], [3.278, -1.001, 9.472], [2.204, -1.147, 8.114], [2.609, -3.069, 10.146], [-0.012, 1.054, 13.322], [1.193, 0.250, 13.172], [0.070, 1.687, 14.209], [0.022, 1.839, 12.564], [-0.960, 0.523, 13.297], [1.918, 0.841, 12.929], [6.132, 4.513, 15.607], [5.614, 3.173, 15.597], [7.202, 4.313, 15.516], [5.873, 5.213, 14.815], [6.005, 4.897, 16.620], [5.354, 2.884, 16.473]]
}

Entry 3:
{
  "formula": "C20H64N8O12",
  "method": "ωB97M-V with the def2-TZVPD basis set",
  "s_squared": 0.75,
  "gap_ha": [0.079, 0.327],
  "multiplicity": 2,
  "e_homo_ha": [-0.0045, -0.2542],
  "charge": -1,
  "elements": ["C", "O", "H", "H", "H", "H", "C", "O", "H", "H", "H", "H", "C", "O", "H", "H", "H", "H", "C", "O", "H", "H", "H", "H", "C", "O", "N", "N", "H", "H", "H", "H", "C", "O", "N", "N", "H", "H", "H", "H", "C", "O", "N", "N", "H", "H", "H", "H", "C", "O", "N", "N", "H", "H", "H", "H", "C", "C", "C", "O", "H", "H", "H", "H", "H", "H", "H", "H", "C", "C", "C", "O", "H", "H", "H", "H", "H", "H", "H", "H", "C", "C", "C", "O", "H", "H", "H", "H", "H", "H", "H", "H", "C", "C", "C", "O", "H", "H", "H", "H", "H", "H", "H", "H"],
  "positions_angstrom": [[-6.596, -6.020, -8.255], [-7.305, -7.009, -8.952], [-7.180, -5.525, -7.479], [-5.693, -6.504, -7.883], [-6.272, -5.282, -8.989], [-8.143, -6.601, -9.181], [-12.491, -5.661, -11.510], [-13.792, -5.803, -10.906], [-11.773, -6.460, -11.327], [-12.752, -5.615, -12.567], [-12.058, -4.676, -11.334], [-13.699, -5.747, -9.952], [-9.632, -4.193, -9.961], [-9.846, -5.524, -9.363], [-8.567, -3.962, -9.956], [-9.970, -4.100, -10.993], [-10.146, -3.402, -9.415], [-10.652, -5.558, -8.844], [-5.927, -5.153, -11.872], [-5.979, -3.852, -12.462], [-5.584, -6.002, -12.463], [-5.339, -5.281, -10.964], [-6.976, -5.348, -11.651], [-6.284, -3.221, -11.806], [-6.838, -3.917, -15.759], [-7.210, -3.941, -16.925], [-7.446, -3.315, -14.804], [-5.782, -4.611, -15.352], [-6.955, -3.405, -13.926], [-8.238, -2.707, -14.955], [-5.065, -5.038, -15.920], [-5.644, -4.570, -14.352], [-12.362, -9.745, -13.753], [-11.894, -8.948, -14.537], [-13.494, -9.549, -13.061], [-11.899, -10.922, -13.464], [-14.044, -8.719, -13.233], [-13.932, -10.202, -12.428], [-11.056, -11.210, -13.940], [-12.425, -11.450, -12.782], [-8.439, -7.354, -17.991], [-8.065, -7.180, -19.121], [-8.640, -8.547, -17.463], [-8.650, -6.391, -17.129], [-8.933, -8.676, -16.505], [-8.288, -9.326, -18.000], [-8.394, -5.449, -17.389], [-9.045, -6.651, -16.237], [-8.616, -10.589, -8.758], [-9.360, -11.545, -8.565], [-7.856, -10.500, -9.860], [-8.473, -9.584, -8.003], [-7.175, -9.786, -10.077], [-8.060, -11.251, -10.504], [-7.852, -8.815, -8.212], [-9.149, -9.449, -7.265], [-12.141, -7.488, -17.877], [-13.214, -7.051, -16.843], [-12.745, -5.990, -15.910], [-14.277, -6.523, -17.623], [-11.340, -7.979, -17.325], [-11.715, -6.622, -18.382], [-12.647, -8.158, -18.573], [-13.715, -7.884, -16.349], [-11.794, -6.356, -15.524], [-13.399, -5.731, -15.078], [-12.514, -5.064, -16.436], [-14.707, -7.226, -18.116], [-12.385, -2.848, -13.607], [-13.048, -1.477, -14.075], [-14.340, -1.127, -13.256], [-12.157, -0.466, -13.943], [-11.608, -3.178, -14.297], [-13.127, -3.644, -13.686], [-11.907, -2.707, -12.638], [-13.320, -1.518, -15.130], [-15.088, -1.920, -13.273], [-14.753, -0.168, -13.569], [-14.179, -0.898, -12.203], [-11.435, -0.571, -14.567], [-5.681, -9.950, -12.207], [-4.866, -10.201, -13.440], [-4.887, -9.024, -14.410], [-3.556, -10.442, -13.002], [-5.639, -10.778, -11.500], [-6.734, -9.792, -12.440], [-5.337, -9.005, -11.789], [-5.313, -11.032, -13.986], [-4.342, -9.214, -15.334], [-4.433, -8.104, -14.043], [-5.924, -8.868, -14.709], [-3.009, -10.802, -13.703], [-9.650, -5.663, -13.594], [-8.853, -7.008, -13.538], [-9.153, -7.664, -12.162], [-9.337, -7.866, -14.599], [-10.715, -5.839, -13.444], [-9.439, -5.092, -14.498], [-9.341, -4.945, -12.834], [-7.793, -6.819, -13.708], [-10.140, -8.127, -12.176], [-9.095, -6.931, -11.358], [-8.425, -8.423, -11.876], [-10.218, -8.179, -14.381]]
}

Entry 4:
{
  "formula": "C20H64O20",
  "method": "ωB97M-V with the def2-TZVPD basis set",
  "gap_ha": 0.348,
  "multiplicity": 1,
  "e_homo_ha": -0.3447,
  "de_lowest_ev": 3.980,
  "smiles": "OCCO.OCCO.OCCO.OCCO.OCCO.OCCO.OCCO.OCCO.CO.CO.CO.CO",
  "elements": ["O", "C", "C", "O", "H", "H", "H", "H", "H", "H", "O", "C", "C", "O", "H", "H", "H", "H", "H", "H", "O", "C", "C", "O", "H", "H", "H", "H", "H", "H", "O", "C", "C", "O", "H", "H", "H", "H", "H", "H", "O", "C", "C", "O", "H", "H", "H", "H", "H", "H", "O", "C", "C", "O", "H", "H", "H", "H", "H", "H", "O", "C", "C", "O", "H", "H", "H", "H", "H", "H", "O", "C", "C", "O", "H", "H", "H", "H", "H", "H", "C", "O", "H", "H", "H", "H", "C", "O", "H", "H", "H", "H", "C", "O", "H", "H", "H", "H", "C", "O", "H", "H", "H", "H"],
  "positions_angstrom": [[-18.526, 23.074, -16.794], [-18.119, 22.434, -15.652], [-16.958, 23.141, -14.866], [-17.515, 24.094, -13.924], [-19.474, 23.216, -16.735], [-18.957, 22.102, -15.039], [-17.715, 21.517, -16.082], [-16.415, 23.668, -15.651], [-16.363, 22.483, -14.234], [-17.456, 24.992, -14.258], [-17.631, 25.442, -10.580], [-18.842, 25.800, -11.229], [-19.027, 27.227, -11.735], [-18.998, 28.232, -10.744], [-16.892, 25.384, -11.189], [-18.888, 25.111, -12.073], [-19.635, 25.551, -10.524], [-19.976, 27.239, -12.271], [-18.244, 27.488, -12.447], [-18.074, 28.373, -10.525], [-20.568, 31.915, -11.901], [-19.304, 31.929, -11.178], [-19.324, 32.881, -9.963], [-20.524, 32.523, -9.315], [-20.604, 32.473, -12.681], [-19.116, 30.883, -10.934], [-18.510, 32.299, -11.827], [-19.419, 33.924, -10.265], [-18.532, 32.750, -9.226], [-21.044, 31.925, -9.856], [-15.521, 24.972, -12.159], [-14.352, 25.219, -12.987], [-13.502, 24.021, -12.961], [-12.264, 24.075, -13.668], [-15.891, 24.174, -12.545], [-14.798, 25.409, -13.963], [-13.838, 26.116, -12.643], [-13.913, 23.016, -13.064], [-13.227, 23.935, -11.910], [-11.543, 23.826, -13.086], [-17.462, 26.645, -15.047], [-17.697, 27.277, -16.359], [-18.379, 26.537, -17.520], [-17.552, 25.462, -17.921], [-16.738, 27.159, -14.682], [-18.165, 28.260, -16.319], [-16.757, 27.446, -16.885], [-18.382, 27.226, -18.364], [-19.390, 26.161, -17.362], [-18.068, 24.736, -17.563], [-16.450, 29.295, -13.617], [-15.065, 29.376, -13.261], [-14.124, 29.193, -14.478], [-14.207, 30.355, -15.264], [-16.673, 30.149, -13.995], [-14.885, 30.327, -12.759], [-14.881, 28.516, -12.618], [-14.572, 28.337, -14.982], [-13.099, 28.880, -14.282], [-13.953, 31.064, -14.669], [-22.436, 26.145, -14.486], [-21.761, 25.072, -13.938], [-22.063, 23.737, -14.691], [-21.622, 23.755, -16.069], [-23.329, 26.171, -14.134], [-20.765, 25.514, -13.926], [-22.034, 24.906, -12.896], [-23.148, 23.649, -14.638], [-21.796, 22.796, -14.209], [-21.732, 24.695, -16.227], [-13.477, 22.108, -7.649], [-14.383, 21.795, -8.633], [-14.706, 23.004, -9.520], [-15.577, 23.912, -8.817], [-13.439, 21.341, -7.073], [-13.743, 21.153, -9.239], [-15.226, 21.253, -8.206], [-15.244, 22.689, -10.415], [-13.757, 23.392, -9.891], [-16.041, 24.475, -9.441], [-15.681, 29.093, -9.622], [-16.878, 29.080, -8.826], [-15.920, 28.759, -10.632], [-15.284, 30.094, -9.787], [-14.894, 28.398, -9.327], [-16.926, 29.707, -8.101], [-22.403, 28.423, -10.892], [-21.500, 29.494, -11.025], [-22.393, 27.809, -11.793], [-22.060, 27.823, -10.049], [-23.441, 28.708, -10.720], [-20.578, 29.233, -10.973], [-17.457, 25.991, -7.267], [-17.501, 27.115, -6.436], [-17.495, 25.163, -6.559], [-18.299, 25.918, -7.955], [-16.544, 26.109, -7.851], [-17.223, 27.800, -7.048], [-22.172, 25.212, -8.412], [-23.297, 24.460, -8.832], [-21.342, 24.968, -9.075], [-22.329, 26.284, -8.292], [-21.907, 24.900, -7.402], [-23.561, 24.021, -8.020]]
}